{
  "formula": "C4H34N2O15",
  "method": "the ωB97M-V functional and the def2-TZVPD basis",
  "symbols": ["O", "O", "O", "O", "O", "O", "O", "O", "O", "O", "O", "O", "O", "O", "O", "N", "N", "C", "C", "C", "C", "H", "H", "H", "H", "H", "H", "H", "H", "H", "H", "H", "H", "H", "H", "H", "H", "H", "H", "H", "H", "H", "H", "H", "H", "H", "H", "H", "H", "H", "H", "H", "H", "H", "H"],
  "positions_angstrom": [[-3.43776, 2.08417, 0.53066], [0.71221, -0.28621, -4.43960], [-1.93810, 3.30352, 2.31846], [1.28778, -3.42529, -0.48846], [-0.56757, -3.59662, 1.26248], [2.94148, 2.62135, 0.23417], [1.28682, -0.37930, 2.52237], [3.30808, 0.56451, -1.81628], [0.22797, -2.53962, 3.50062], [0.69619, 2.39877, 2.86873], [0.38998, 3.86748, 0.07998], [-1.29993, -0.26919, 2.08146], [0.55371, 0.72076, -2.07454], [0.65340, -2.26167, -2.93384], [-1.71857, 2.31735, -1.72348], [2.58829, -1.11322, 0.84625], [0.34358, -0.46480, 0.41170], [-2.02195, -0.79535, -0.18218], [1.40063, -0.61911, 1.33030], [-3.08953, -1.82247, 0.13379], [-1.11766, -0.54962, 0.95251], [-1.63937, 3.27378, -1.72911], [-2.52174, 0.17768, -0.50224], [-3.82832, -1.79621, -0.69247], [0.12051, -1.68223, 3.01942], [2.66365, 1.68821, 0.24574], [1.11712, -1.75656, -2.33238], [2.33650, 0.58005, -1.93968], [2.05277, -3.60276, 0.03571], [-2.99603, 2.82050, 1.10393], [-0.25041, -3.30498, 2.11885], [-1.52969, -1.08409, -1.13726], [-2.73791, -2.85673, 0.31180], [0.39390, 0.24201, -2.86047], [-3.94122, 1.50344, 1.14240], [2.80379, -1.13125, -0.16319], [1.18922, -2.45887, 3.72414], [0.11902, 0.34491, -4.67281], [-3.74814, -1.44943, 0.99109], [1.27266, 4.03955, -0.27030], [3.48484, 2.83286, -0.57065], [3.34050, -1.22479, 1.55655], [-2.53301, 2.01413, -1.19784], [0.89119, 1.41631, 2.94039], [1.35889, 2.62620, 2.16132], [0.43132, -0.41842, -0.66467], [-1.41967, 2.46988, 2.62161], [0.45050, -3.16543, -2.41342], [0.27327, 2.91473, 0.04891], [0.39300, -1.10499, -4.59178], [3.68065, 1.06408, -2.45384], [0.53342, -3.60810, 0.18277], [-1.36488, 3.63390, 1.54656], [-0.22410, 1.27981, -2.04363], [-1.37129, -4.03265, 1.06942]],
  "e_above_lowest_kj_mol": 278.1,
  "total_energy_ha": -1410.92567,
  "e_homo_ev": -10.209,
  "lumo_energy_ev": 0.114
}